Record 1
# C2H12N2O2

A 3-piece molecular cluster, C2H12N2O2 overall in a non-equilibrium geometry (the ωB97M-V functional and the def2-TZVPD basis, the OMol25 dataset).

Element x y z (Å)
O 2.958 2.793 1.456
O -3.207 -1.107 -1.981
N 1.653 -0.507 0.855
N -1.095 0.957 -0.148
C 0.515 -1.083 0.083
C -0.900 -0.471 0.395
H 3.713 3.444 1.509
H -2.001 0.924 -0.708
H -1.097 -0.522 1.544
H 2.907 2.417 0.518
H 0.499 -2.203 0.312
H 0.997 -1.063 -0.918
H -0.287 1.164 -0.901
H 1.768 -0.709 1.866
H -3.099 -1.378 -2.910
H -3.164 -2.034 -1.737
H -1.649 -1.117 -0.045
H 1.489 0.496 0.811

## Properties
Multiplicity: 1
LUMO: 0.58 eV
Gap between HOMO and LUMO: 9.653 eV



Record 2
# C11H27N5O22S3

C11H27N5O22S3 as an isolated structure in a non-equilibrium geometry (the ωB97M-V functional and the def2-TZVPD basis, the OMol25 dataset).

Element x y z (Å)
S 2.323 -11.982 -8.514
S -1.646 -9.650 -7.046
S 2.104 -1.365 -1.844
O 3.275 -0.847 -1.240
O 2.464 -2.199 -3.145
O 2.602 -6.959 -3.064
O 3.726 -6.151 0.055
O -1.739 -9.225 -8.574
O 3.009 -11.577 -7.147
O 6.657 -6.847 -8.392
O -2.855 -9.353 -6.373
O -0.391 -9.229 -6.556
O 3.205 -8.119 -9.984
O -0.309 -6.222 -2.642
O 1.048 -0.485 -2.150
O 3.000 -9.076 -3.096
O -0.530 -6.773 -4.716
O 1.247 -12.983 -7.851
O 1.620 -10.906 -9.103
O 3.275 -12.698 -9.265
O -1.660 -11.217 -7.335
O 2.571 -8.504 -7.959
O 5.717 -5.514 -0.474
O 4.903 -6.934 -7.129
O 1.593 -2.598 -0.997
N 2.783 -8.007 -3.645
N 2.419 -8.014 -9.065
N 4.847 -6.354 -0.365
N 5.825 -7.448 -7.738
N -0.902 -6.749 -3.557
C 1.087 -12.705 -6.449
C 5.167 -7.769 -0.730
C 2.727 -7.996 -5.127
C 2.741 -3.584 -2.818
C -2.206 -7.414 -3.241
C 1.951 -11.490 -6.157
C 5.922 -8.927 -7.708
C -2.268 -10.279 -9.389
C 2.421 -3.737 -1.311
C 1.199 -7.183 -9.268
C -1.806 -11.556 -8.744
H 3.253 -8.860 -5.502
H 1.070 -7.046 -10.336
H -0.871 -12.008 -9.059
H 4.929 -9.341 -7.858
H 3.114 -7.047 -5.473
H 1.657 -8.001 -5.344
H 1.392 -6.251 -8.746
H 6.183 -7.786 -1.109
H -2.496 -8.014 -4.092
H 0.067 -12.556 -6.104
H -2.034 -7.947 -2.312
H 2.464 -11.603 -5.206
H -2.573 -12.327 -8.680
H -1.873 -10.142 -10.393
H 6.327 -9.240 -6.749
H 1.487 -13.541 -5.874
H -2.913 -6.611 -3.048
H -3.351 -10.175 -9.458
H 6.568 -9.238 -8.520
H 4.438 -8.075 -1.473
H 3.332 -3.679 -0.718
H 3.769 -3.777 -3.100
H 5.067 -8.338 0.187
H 0.345 -7.705 -8.850
H 1.856 -4.631 -1.083
H 2.025 -4.181 -3.381
H 1.510 -10.504 -6.280

## Properties
Multiplicity: 1
LUMO: -0.08 eV
Gap between HOMO and LUMO: 10.382 eV



Record 3
# C37H50BBrLuN7OS3

C37H50BBrLuN7OS3 as an isolated structure in a non-equilibrium geometry (the ωB97M-V functional and the def2-TZVPD basis, the OMol25 dataset).

Element x y z (Å)
Lu 0.345 0.404 1.181
Br 3.736 -0.702 1.930
S -0.061 2.804 2.333
S -2.082 0.643 2.467
S -2.082 2.790 4.519
O 4.084 -5.045 -0.872
N 0.376 -0.674 3.460
N -1.305 1.175 -1.703
N 1.176 0.894 4.743
N 1.696 -2.023 0.690
N 1.287 0.307 3.615
N 0.379 -0.036 -2.542
N 0.154 0.263 5.362
C 3.862 -1.240 -2.642
C -2.374 -0.568 7.193
C 3.655 1.365 -0.867
C 3.009 -2.103 0.890
C 1.886 -4.097 -0.526
C -0.314 0.824 6.658
C -3.694 3.575 0.770
C -3.334 1.442 -0.321
C -1.237 5.189 -2.307
C -4.593 0.042 -1.951
C -2.592 4.101 0.124
C -2.192 1.987 -0.914
C -4.075 2.265 0.519
C 2.431 -2.955 -3.505
C 0.485 4.303 -0.705
C 1.156 -3.045 -0.007
C -3.881 0.061 -0.594
C 3.891 1.636 -3.360
C -2.923 -1.127 -0.490
C -0.055 -2.657 -5.352
C 1.501 -0.877 -2.777
C -1.435 2.094 3.152
C -0.419 0.412 -3.591
C -0.070 -1.406 7.823
C 3.035 1.089 -2.223
C -0.347 -0.669 4.563
C 3.693 -2.533 -3.118
C -0.945 -0.187 7.583
C -1.435 1.129 -3.084
C 3.840 -3.092 0.396
C -0.724 3.957 -1.563
C 3.264 -4.099 -0.350
C 2.778 -0.380 -2.498
C 1.313 -2.145 -3.338
C -0.379 -4.027 -3.282
C -1.845 3.325 -0.755
C -0.036 -2.643 -3.821
B -0.123 0.461 -1.271
H 0.329 -4.794 -3.608
H -4.643 -0.096 0.178
H -0.517 -2.040 8.586
H -3.503 -2.058 -0.496
H 0.090 -2.978 -0.207
H -0.432 -4.041 -2.193
H 4.086 2.361 -0.812
H -1.362 -4.340 -3.634
H -0.404 3.224 -2.298
H -0.476 5.586 -2.978
H 0.188 -1.687 -5.788
H 4.904 -3.075 0.587
H -2.226 -1.175 -1.322
H -2.357 -1.131 0.445
H 2.069 1.600 -2.265
H 3.556 -5.647 -1.401
H -2.949 0.286 6.814
H -1.518 5.985 -1.610
H -5.279 0.880 -2.039
H -2.300 5.126 0.301
H 4.864 -0.886 -2.405
H -1.016 0.359 8.534
H 0.218 5.000 0.097
H 0.908 3.414 -0.242
H -4.941 1.841 1.027
H -0.993 1.628 6.389
H 1.405 -4.859 -1.135
H -3.862 0.123 -2.763
H 3.405 1.466 -4.320
H 1.272 4.755 -1.315
H 4.558 -3.175 -3.240
H 0.698 -3.362 -5.716
H 2.291 -3.957 -3.913
H 0.948 -1.137 8.115
H -2.403 -1.346 6.419
H 0.586 1.245 7.104
H -5.160 -0.881 -2.102
H -2.229 1.657 -3.611
H 4.434 0.641 -0.628
H 0.006 -2.014 6.920
H -1.215 -1.273 4.790
H -0.816 -1.972 -3.469
H 2.918 1.292 -0.065
H -1.029 -2.973 -5.729
H -2.907 -0.988 8.050
H -2.130 4.959 -2.906
H 4.030 2.713 -3.226
H -0.199 0.172 -4.621
H 4.880 1.167 -3.403
H -4.257 4.199 1.461

## Properties
Multiplicity: 1
LUMO: 0.06 eV
Gap between HOMO and LUMO: 6.948 eV



Record 4
# C55H71BrCl2MoNOP2SiTe

C55H71BrCl2MoNOP2SiTe as an isolated structure in a non-equilibrium geometry (the ωB97M-V functional and the def2-TZVPD basis, the OMol25 dataset).

Element x y z (Å)
Te 2.608 0.503 -4.585
Mo -0.978 0.291 -0.797
Br -0.687 -1.862 -3.280
Cl 1.396 0.517 -2.352
Cl -3.039 0.323 -2.234
P 0.785 1.777 0.563
P -2.818 -0.973 0.748
Si -2.438 2.212 0.250
O 2.720 -4.904 -0.977
N 0.289 -1.555 -0.656
C -2.131 -4.727 1.066
C 0.811 -1.093 -6.419
C 2.362 0.479 2.677
C 1.222 -3.389 -1.915
C -0.235 3.663 4.094
C -3.563 -2.679 0.394
C -6.440 1.847 1.294
C -3.537 -1.049 3.586
C 3.437 0.678 0.409
C -1.520 2.681 1.839
C 1.978 -3.831 -0.819
C -2.436 -0.729 2.572
C -2.279 -4.101 -1.311
C 5.566 -0.030 -4.189
C 4.831 0.829 1.032
C 4.848 0.387 2.505
C 2.542 -2.476 -5.436
C 1.752 4.471 0.462
C 0.496 3.048 3.092
C 0.425 6.081 -0.894
C 5.338 -1.901 -2.151
C 3.597 -0.410 2.846
C -4.323 0.082 0.794
C -6.641 0.480 1.373
C 1.467 3.245 -0.422
C 0.396 -2.301 -1.772
C -1.674 1.338 -2.566
C 1.060 -1.956 0.369
C 0.598 3.666 -1.610
C 1.889 -1.251 -5.546
C -3.227 -0.288 4.880
C -4.123 1.463 0.707
C 0.877 5.120 -2.000
C 0.578 5.438 0.486
C 0.385 -2.167 -7.178
C -5.589 -0.392 1.142
C 2.107 -3.539 -6.209
C -2.240 3.290 2.861
C 1.881 -3.059 0.348
C 1.043 -3.386 -7.089
C 4.199 -1.299 -2.654
C -5.184 2.324 0.964
C -2.283 -5.277 -0.345
C -1.032 -1.491 4.532
C -0.132 2.543 1.954
C -1.105 -1.350 3.007
C 6.584 -1.598 -2.681
C 2.420 1.295 1.370
C 6.697 -0.663 -3.697
C 4.321 -0.367 -3.676
C -1.610 3.775 3.992
C -1.729 -0.322 5.224
C -3.300 -3.808 1.401
C -3.460 -3.174 -1.055
C -2.988 3.806 -0.697
H 0.739 -4.209 -7.719
H 3.649 -0.748 3.880
H 2.018 4.183 1.475
H 1.463 -0.130 2.749
H 5.656 0.713 -4.968
H 1.942 5.246 -2.202
H -0.948 -2.329 2.548
H 0.780 3.024 -2.474
H -2.185 4.243 4.774
H -3.252 4.580 0.023
H -2.310 -4.445 -2.348
H -1.606 -0.425 6.300
H 7.664 -0.425 -4.115
H -1.249 0.616 4.935
H -4.374 -3.733 -1.263
H -5.803 -1.446 1.255
H -2.010 2.372 -2.640
H 5.257 -2.618 -1.348
H 2.617 4.992 0.049
H 5.735 -0.208 2.712
H -3.550 0.748 4.780
H -3.437 -2.329 -1.750
H -1.349 -3.553 -1.144
H 3.540 -1.294 2.208
H 0.352 5.365 -2.924
H -7.609 0.085 1.640
H -3.575 -2.115 3.802
H -0.323 -0.668 2.662
H 3.392 -2.603 -4.780
H 2.818 2.289 1.614
H 1.001 -1.344 1.255
H -1.516 -2.417 4.839
H 0.310 -0.137 -6.511
H -4.514 -0.742 3.215
H 3.212 -0.375 0.223
H -1.236 1.043 -3.526
H 3.166 -5.214 -0.174
H 3.225 -1.550 -2.257
H -1.464 -5.956 -0.581
H 2.330 1.154 3.531
H -7.249 2.536 1.481
H 1.023 6.989 -0.940
H -0.329 4.908 0.781
H 3.436 1.183 -0.558
H -2.122 -5.539 1.793
H 2.427 2.878 -0.805
H -3.178 -3.410 2.407
H 5.547 0.252 0.444
H -3.214 -5.839 -0.434
H -1.182 -4.181 1.142
H -2.249 4.244 -1.359
H -5.030 3.389 0.914
H 1.564 3.002 3.218
H 7.464 -2.097 -2.306
H -0.444 -2.048 -7.858
H 5.137 1.875 0.970
H 2.617 -4.488 -6.143
H -3.310 3.381 2.760
H 0.011 -1.549 4.853
H 4.898 1.257 3.160
H 2.438 -3.321 1.233
H 0.278 4.057 4.956
H -2.310 0.365 2.601
H 0.757 6.208 1.234
H 1.266 -3.933 -2.843
H -0.449 3.577 -1.336
H -3.877 3.599 -1.291
H -4.204 -4.423 1.411
H -4.616 -2.412 0.515
H -3.810 -0.731 5.686
H -0.612 6.374 -1.049

## Properties
Multiplicity: 3
LUMO (spin up / spin down): -10.26 / -10.25 eV
Charge: +3
Gap between HOMO and LUMO (spin up / spin down): 5.109 / 5.032 eV